{
  "formula": "C36H40F4N5O7Sn",
  "method": "ωB97M-V/def2-TZVPD",
  "symbols": ["Sn", "C", "C", "N", "C", "C", "C", "C", "N", "C", "C", "F", "C", "F", "C", "C", "F", "C", "F", "H", "H", "H", "H", "H", "H", "H", "H", "H", "H", "H", "H", "H", "H", "H", "O", "C", "C", "O", "C", "C", "O", "C", "O", "O", "C", "C", "C", "C", "C", "C", "N", "C", "C", "C", "C", "C", "C", "C", "O", "O", "C", "C", "H", "H", "H", "H", "H", "H", "H", "H", "H", "H", "H", "H", "H", "H", "N", "C", "C", "N", "C", "C", "H", "H", "H", "H", "H", "H", "H", "H", "H", "H", "H"],
  "positions_angstrom": [[-0.190, 1.846, -0.274], [0.716, 0.145, 2.629], [1.728, 1.258, 2.589], [1.627, 2.149, 1.407], [1.541, 3.574, 1.814], [0.281, 3.917, 2.589], [2.811, 1.942, 0.531], [2.742, 2.713, -0.789], [1.368, 2.809, -1.270], [1.121, 3.646, -2.349], [0.081, 4.581, -2.300], [-0.632, 4.703, -1.159], [-0.234, 5.395, -3.368], [-1.254, 6.255, -3.243], [0.487, 5.343, -4.545], [1.531, 4.443, -4.609], [2.252, 4.342, -5.728], [1.837, 3.608, -3.549], [2.810, 2.700, -3.710], [0.935, -0.604, 3.391], [-0.739, 0.794, 3.997], [0.557, -0.330, 1.666], [1.660, 1.842, 3.509], [2.714, 0.785, 2.615], [2.436, 3.832, 2.394], [1.566, 4.163, 0.898], [0.236, 3.440, 3.568], [0.255, 4.993, 2.760], [-0.619, 3.649, 2.034], [3.722, 2.234, 1.066], [2.864, 0.875, 0.329], [3.142, 3.725, -0.648], [3.416, 2.209, -1.486], [0.254, 5.991, -5.377], [-3.941, -2.252, 4.507], [-3.295, -1.614, 3.737], [-2.196, -0.600, 4.020], [-1.707, -0.122, 5.051], [-1.695, -0.224, 2.773], [-2.246, -0.771, 1.605], [-1.986, -0.627, 0.421], [-3.364, -1.678, 2.182], [-4.139, -2.310, 1.535], [-0.634, 0.713, 2.970], [-0.174, -4.976, 4.619], [0.911, -4.249, 3.872], [2.162, -4.088, 4.457], [3.177, -3.414, 3.798], [2.952, -2.913, 2.528], [1.703, -3.063, 1.928], [1.496, -2.434, 0.680], [1.048, -3.006, -0.489], [1.062, -4.398, -0.647], [0.648, -4.980, -1.825], [0.216, -4.197, -2.895], [0.180, -2.830, -2.742], [0.569, -2.207, -1.552], [0.358, -0.746, -1.432], [0.904, -0.091, -0.465], [-0.381, -0.129, -2.241], [0.658, -3.712, 2.601], [-0.717, -3.818, 2.003], [0.213, -5.403, 5.542], [-0.598, -5.785, 4.021], [-0.997, -4.309, 4.885], [2.341, -4.500, 5.442], [4.148, -3.301, 4.262], [3.746, -2.425, 1.974], [1.860, -1.506, 0.568], [1.430, -5.010, 0.166], [0.685, -6.057, -1.924], [-0.078, -4.657, -3.828], [-0.140, -2.200, -3.563], [-0.888, -4.798, 1.549], [-0.880, -3.073, 1.226], [-1.482, -3.699, 2.772], [-2.557, -0.112, -3.953], [-2.130, 1.034, -4.824], [-1.524, 2.090, -3.908], [-2.356, 2.428, -2.759], [-3.087, 1.348, -2.108], [-3.684, 0.324, -3.061], [-1.749, -0.379, -3.338], [-2.830, -0.915, -4.516], [-3.022, 1.371, -5.353], [-1.396, 0.670, -5.541], [-1.304, 2.996, -4.471], [-0.572, 1.689, -3.560], [-2.939, 3.234, -2.929], [-3.860, 1.774, -1.470], [-2.429, 0.778, -1.455], [-4.469, 0.712, -3.709], [-4.046, -0.545, -2.514]],
  "forces_ev_per_angstrom": [[0.1, -0.2, 0.0], [-0.1, 0.0, 0.0], [0.0, 0.0, 0.0], [0.0, 0.0, 0.0], [0.0, 0.0, 0.0], [0.0, 0.0, 0.0], [0.0, 0.0, 0.0], [0.0, 0.1, 0.1], [0.1, -0.1, 0.0], [0.0, 0.1, 0.0], [0.0, 0.0, 0.1], [0.0, 0.0, 0.0], [0.0, 0.0, 0.0], [0.0, 0.0, 0.0], [0.0, 0.0, 0.0], [0.0, 0.0, 0.0], [0.0, 0.0, 0.0], [0.0, -0.1, 0.0], [0.0, 0.0, 0.1], [0.0, 0.0, 0.0], [0.0, -0.2, 0.2], [0.0, 0.0, 0.0], [0.0, 0.0, 0.0], [0.0, 0.0, 0.0], [0.0, 0.0, 0.0], [0.0, 0.0, 0.0], [0.0, 0.0, 0.0], [0.0, 0.0, 0.0], [0.0, 0.0, 0.0], [0.0, 0.0, 0.0], [0.0, 0.0, 0.0], [0.0, 0.0, 0.0], [0.0, 0.0, 0.0], [0.0, 0.0, 0.0], [0.0, 0.0, 0.0], [0.0, 0.0, 0.0], [0.0, -0.1, -0.1], [0.0, 0.1, 0.1], [0.1, 0.1, 0.1], [-0.1, 0.1, -0.1], [0.0, -0.1, 0.1], [0.0, 0.0, -0.1], [0.0, 0.0, 0.0], [0.1, 0.1, -0.2], [0.0, 0.0, 0.0], [0.0, 0.0, 0.0], [0.0, 0.0, 0.0], [0.0, 0.0, 0.0], [0.0, 0.0, 0.0], [0.0, 0.0, 0.0], [-0.1, 0.1, 0.0], [0.0, 0.0, 0.0], [0.0, 0.0, 0.0], [0.0, 0.0, 0.0], [0.0, 0.0, 0.0], [0.0, 0.0, 0.0], [0.0, 0.0, 0.1], [-0.2, 0.2, 0.0], [0.0, 0.0, -0.1], [0.0, -0.1, 0.0], [0.1, 0.0, 0.0], [0.0, 0.0, 0.0], [0.0, 0.0, 0.0], [0.0, 0.0, 0.0], [0.0, 0.0, 0.0], [0.0, 0.0, 0.0], [0.0, 0.0, 0.0], [0.0, 0.0, 0.0], [0.0, 0.1, 0.0], [0.0, 0.0, 0.0], [0.0, 0.0, 0.0], [0.0, 0.0, 0.0], [0.0, 0.0, 0.0], [0.0, 0.0, 0.0], [0.0, 0.0, 0.0], [0.0, 0.0, 0.0], [0.0, 0.0, 0.0], [0.0, 0.0, 0.1], [0.0, -0.1, 0.1], [0.0, 0.1, 0.0], [-0.1, 0.0, -0.1], [0.1, 0.0, 0.0], [0.1, 0.0, 0.0], [0.0, 0.0, 0.0], [0.0, 0.1, 0.0], [0.0, 0.0, 0.0], [-0.1, 0.0, 0.0], [0.0, 0.1, 0.0], [0.0, 0.0, -0.1], [0.0, 0.0, -0.1], [0.1, 0.0, 0.1], [0.0, 0.0, 0.0], [0.0, 0.0, 0.0]],
  "homo_lumo_gap_ev": 7.2,
  "fmax_ev_per_a": 0.3,
  "charge": 1
}

{
  "formula": "C25H27B2Cl3F3O3S",
  "method": "ωB97M-V/def2-TZVPD",
  "symbols": ["Cl", "B", "Cl", "Cl", "O", "C", "C", "C", "C", "C", "C", "C", "H", "H", "H", "H", "H", "H", "C", "C", "C", "C", "C", "B", "C", "C", "C", "C", "C", "F", "F", "F", "C", "C", "O", "C", "C", "C", "C", "C", "C", "O", "S", "H", "H", "H", "H", "H", "H", "H", "H", "H", "H", "H", "H", "H", "H", "H", "H", "H", "H", "H", "H", "H"],
  "positions_angstrom": [[-0.202, 3.696, -1.849], [0.650, 3.045, -0.323], [2.258, 4.006, -0.100], [-0.359, 3.351, 1.255], [0.821, 1.603, -0.527], [1.055, 0.729, 0.509], [2.258, 1.102, 1.406], [2.216, 1.023, 2.798], [3.406, 1.001, 3.529], [4.642, 1.133, 2.888], [4.681, 1.370, 1.504], [3.503, 1.373, 0.768], [0.162, 0.464, 1.082], [1.236, 0.935, 3.264], [3.373, 0.867, 4.610], [5.578, 1.083, 3.455], [5.634, 1.571, 1.001], [3.516, 1.586, -0.307], [-3.748, -2.655, -3.274], [-3.367, -1.837, -2.100], [-3.376, -2.215, -0.764], [-3.156, -1.128, 0.121], [-2.953, 0.090, -0.526], [1.962, -0.605, 0.085], [-3.128, 1.415, -0.012], [-3.580, 1.576, 1.312], [-3.951, 2.822, 1.786], [-3.829, 3.918, 0.936], [-4.231, 5.295, 1.389], [-3.206, 6.197, 1.248], [-5.283, 5.765, 0.641], [-4.623, 5.332, 2.695], [-3.337, 3.800, -0.359], [-3.001, 2.546, -0.841], [1.581, -1.707, 0.815], [2.023, -2.834, 0.024], [3.295, -3.354, 0.692], [0.944, -3.900, 0.113], [2.288, -2.180, -1.402], [3.444, -2.758, -2.191], [1.025, -2.140, -2.277], [2.636, -0.802, -1.069], [-2.851, -0.195, -2.261], [-4.239, -3.582, -2.951], [-4.447, -2.101, -3.918], [-2.852, -2.907, -3.858], [-3.571, -3.240, -0.448], [-3.157, -1.208, 1.203], [-3.688, 0.702, 1.948], [-4.365, 2.910, 2.786], [-3.220, 4.675, -0.992], [-2.625, 2.462, -1.859], [3.665, -4.253, 0.186], [4.088, -2.593, 0.707], [3.055, -3.621, 1.729], [1.200, -4.761, -0.516], [0.881, -4.252, 1.151], [-0.042, -3.521, -0.184], [3.233, -3.806, -2.441], [3.565, -2.200, -3.127], [4.381, -2.701, -1.622], [0.755, -3.153, -2.599], [0.164, -1.693, -1.755], [1.212, -1.543, -3.182]],
  "forces_ev_per_angstrom": [[0.0, 0.2, -0.1], [0.1, -1.2, 0.2], [-0.1, 0.2, -0.2], [-0.1, 0.1, -0.1], [-0.2, 1.5, -0.8], [3.0, -0.7, 0.4], [0.1, 0.7, 0.0], [0.3, -0.3, -0.4], [0.2, 0.0, 0.0], [-0.2, 0.1, -0.1], [-0.1, 0.1, 0.2], [-0.3, -0.2, 0.3], [0.1, 0.0, 0.1], [0.3, 0.0, 0.1], [0.0, 0.1, -0.2], [-0.4, 0.1, -0.1], [-0.3, -0.1, 0.2], [0.0, -0.3, 0.5], [0.2, -0.2, -0.5], [0.4, -0.1, 1.6], [-0.1, 0.3, -1.0], [0.4, 1.0, -0.4], [0.0, -2.4, -0.7], [-3.7, 2.0, 0.8], [-0.1, 1.4, 0.5], [0.1, 0.0, -0.5], [0.1, -0.1, -0.3], [-0.1, 0.5, 0.3], [0.3, 0.3, 0.0], [-1.1, -0.6, 0.1], [0.7, 0.0, 0.6], [0.2, 0.1, -0.8], [-0.1, -0.4, 0.1], [-0.1, -0.2, 0.3], [0.6, -0.7, -0.7], [0.4, 0.1, 0.3], [0.2, -0.1, -0.1], [-0.1, -0.1, -0.3], [-0.1, 0.0, 0.0], [0.2, -0.3, 0.0], [-0.1, 0.0, 0.0], [0.1, -1.0, -0.4], [-0.8, 0.0, 0.7], [0.2, 0.2, -0.1], [0.2, -0.2, 0.1], [-0.3, -0.1, -0.1], [-0.1, 0.3, -0.1], [-0.2, -0.1, -0.2], [0.0, 0.2, -0.1], [0.2, 0.2, -0.2], [0.0, -0.1, 0.1], [-0.1, -0.1, 0.3], [0.0, 0.1, 0.1], [-0.2, -0.2, 0.0], [0.1, 0.1, -0.2], [-0.1, 0.1, 0.0], [0.0, 0.1, -0.2], [0.3, 0.0, 0.0], [0.1, 0.1, 0.0], [0.0, -0.1, 0.2], [-0.3, 0.0, -0.2], [0.0, 0.1, 0.1], [0.3, -0.1, -0.1], [0.0, -0.1, 0.4]],
  "homo_lumo_gap_ev": 7.6,
  "fmax_ev_per_a": 4.3,
  "charge": -1
}

{
  "formula": "C8H8Cl3NO2",
  "method": "ωB97M-V/def2-TZVPD",
  "symbols": ["C", "C", "C", "C", "C", "C", "C", "C", "N", "O", "O", "Cl", "Cl", "Cl", "H", "H", "H", "H", "H", "H", "H", "H"],
  "positions_angstrom": [[-3.610, 0.206, -0.377], [-3.085, 0.496, 0.801], [-3.100, -1.049, -0.817], [-0.183, -0.692, -1.251], [0.241, -0.863, 1.102], [0.063, 0.824, -1.153], [0.781, 0.644, 1.060], [-2.048, -1.205, 0.306], [-0.729, -1.090, 0.008], [-3.225, -1.757, -1.813], [1.078, 1.084, -0.192], [-5.105, 1.027, -1.114], [-3.408, 1.620, 1.909], [-2.288, -2.327, 1.627], [-0.940, -0.836, -2.024], [0.858, -1.213, -1.236], [1.044, -1.457, 1.092], [-0.349, -1.047, 2.081], [0.538, 1.214, -2.051], [-0.851, 1.295, -0.850], [-0.023, 1.236, 1.513], [1.723, 0.598, 1.569]],
  "forces_ev_per_angstrom": [[-3.6, 1.7, -0.8], [1.7, -3.2, -1.6], [1.0, -1.5, -2.0], [1.1, 1.0, 0.3], [-4.1, 3.3, 1.6], [1.8, -0.7, -0.2], [-1.7, -2.2, 0.9], [0.7, 1.3, 0.9], [-0.1, -0.8, 1.5], [-0.1, 1.2, 2.1], [0.3, 0.3, -1.4], [1.7, -0.9, 0.5], [-0.3, 1.3, 1.2], [-0.8, -0.3, -0.1], [0.7, -0.7, -0.4], [-1.9, 0.6, -1.1], [2.8, -2.8, -0.6], [1.4, 0.5, -1.5], [-0.7, 0.1, -0.3], [-0.7, 0.6, -0.2], [0.4, 0.4, 0.3], [0.2, 0.5, 0.9]],
  "homo_lumo_gap_ev": 8.4,
  "fmax_ev_per_a": 5.5
}

Result set for energy above the lowest of the compared OMol25 structures with the same formula, charge and spin: 0.0; 0.0; 0.0 kcal/mol, one per record in the order listed.
Result set for HOMO: -10.18; -5.28; -8.71 eV, one per record in the order listed.